# 1
This record from the OMol25 dataset describes a cluster of 2 separate species, C2H2ClN3O in total in a non-equilibrium geometry. The level of theory is ωB97M-V/def2-TZVPD.

The geometry in XYZ format:
```
9
Properties=species:S:1:pos:R:3:forces:R:3
C 1.93104 -2.41497 0.02331 0.87 3.07 0.83
C 1.32753 0.71213 -0.45558 -0.66 0.14 -1.98
N 1.60246 -3.49072 -0.18657 -0.50 -1.69 -0.35
N 0.31325 -0.17071 -0.41652 -1.57 0.56 0.63
N 2.26111 0.45486 0.61009 1.62 -0.99 -0.19
O 1.37176 1.59157 -1.31176 1.14 -0.76 1.79
Cl 3.85168 0.68306 0.24063 -1.25 0.06 0.06
H -0.00056 -0.57774 0.47704 0.65 0.08 -0.83
H -0.42881 0.24864 -0.96552 -0.29 -0.47 0.04
```
Forces are in eV/Å.

Results
**HOMO (spin up / spin down)**: -0.3778 / -0.3781 Ha
**Gap between HOMO and LUMO (spin up / spin down)**: 5.30 / 5.31 eV
**LUMO energy (spin up / spin down)**: -5.0 / -5.0 eV
**Energy relative to the best compared isomer or geometry (same formula, charge and spin)**: 138.85 kcal/mol
**M**: 119.51 g/mol

# 2
This record from the OMol25 dataset describes a structure of composition C52H38MnN6 in a non-equilibrium geometry. The level of theory is ωB97M-V/def2-TZVPD.

The geometry in XYZ format:
```
97
Properties=species:S:1:pos:R:3:forces:R:3
Mn 0.79149 0.01443 -0.10375 1.07 -0.63 0.08
C 3.11421 3.79019 -6.10870 -0.15 -0.24 0.26
C 3.36745 2.45215 -5.80374 0.14 0.14 -0.13
C 2.69096 1.82996 -4.78042 -0.05 -0.03 0.20
C 1.77593 2.55162 -3.97399 0.03 -0.13 -0.04
C 1.48625 3.88524 -4.34027 -0.02 0.01 0.14
C 2.14372 4.48834 -5.38836 -0.05 -0.01 -0.03
C 1.24857 1.88810 -2.80399 0.39 0.47 -0.21
C 1.13478 2.55018 -1.54549 -0.23 0.58 0.80
C 1.14352 3.95766 -1.28967 0.06 -0.27 -0.12
C 0.71518 4.13549 -0.00517 -0.07 -0.19 0.02
C 0.53722 2.83792 0.56437 0.30 0.10 -0.47
N 0.83615 1.89111 -0.38757 -0.08 0.68 -0.21
C 0.16021 2.59878 1.91118 -0.19 0.38 -0.19
C 0.67458 1.43128 2.58848 0.01 -0.36 1.02
C 0.42190 0.84351 3.79646 0.01 0.35 -0.66
C 1.20920 -0.42834 3.88587 0.33 0.07 0.11
C 1.99301 -0.32332 2.61809 -0.67 0.79 -0.38
C 2.18983 -1.60293 1.92306 -0.11 -0.43 0.22
C 3.35625 -1.92557 1.19952 0.25 -0.10 -0.33
C 3.53109 -3.05981 0.36862 0.01 -0.01 0.11
C 4.79664 -3.42899 -0.02796 -0.11 -0.03 -0.08
C 5.90847 -2.66859 0.33827 -0.23 0.19 0.07
C 5.75222 -1.50972 1.09680 0.06 0.05 -0.04
C 4.50019 -1.13505 1.51933 -0.30 -0.17 0.06
C 0.28079 -3.05222 1.33005 -0.14 -0.51 0.04
N 0.22939 -2.38608 0.03312 -0.32 0.07 -0.97
C -0.99931 -2.50707 -0.42970 1.33 -0.55 1.27
C -1.42950 -1.99762 -1.71340 -0.07 0.73 -1.02
C -2.73555 -2.32452 -2.21592 0.02 0.05 -0.07
C -3.35032 -3.58553 -2.05535 -0.03 -0.01 -0.06
C -4.65783 -3.77886 -2.44019 0.10 -0.14 0.00
C -5.40385 -2.72421 -2.96706 0.31 0.24 -0.03
C -4.80336 -1.48131 -3.16698 -0.25 -0.07 -0.08
C -3.48738 -1.28534 -2.82332 0.17 -0.02 0.09
C -0.63919 -1.09182 -2.44279 0.05 -0.12 0.05
C -0.65738 -0.95100 -3.86807 0.13 0.12 0.03
C 0.21297 0.04730 -4.17867 -0.05 -0.06 0.19
C 0.71181 0.57490 -2.93632 -0.67 -1.16 -0.02
N 0.23813 -0.18153 -1.90060 0.19 0.09 -1.12
C -1.87834 -3.13847 0.54305 0.03 0.06 0.57
C -1.15744 -3.36402 1.65259 -0.18 0.38 -0.25
N 1.55043 0.61150 1.83897 0.74 -1.03 0.36
C -0.76972 3.51934 2.48717 -0.10 0.06 -0.07
C -0.78166 3.90211 3.84494 0.02 -0.01 -0.02
C -1.70237 4.82302 4.29526 0.07 -0.02 0.08
C -2.64674 5.37046 3.42520 0.16 -0.15 -0.24
C -2.67948 4.97106 2.08937 -0.14 0.14 0.08
C -1.75383 4.06962 1.62255 0.10 -0.11 0.03
H 3.64864 4.27685 -6.91027 0.04 0.03 -0.08
H 4.11554 1.90717 -6.36021 0.01 -0.05 -0.05
H 2.93041 0.80854 -4.52341 0.04 -0.10 -0.01
H 0.67258 4.40491 -3.85830 0.00 0.09 0.07
H 1.89432 5.50295 -5.66403 -0.03 0.02 -0.02
H 1.43778 4.72967 -1.97054 0.07 0.12 -0.07
H 0.61040 5.06812 0.51310 0.00 0.18 0.14
H -0.18227 1.22331 4.59883 -0.22 0.10 0.10
H 1.73978 -0.54721 4.83025 0.08 0.00 -0.01
H 2.67730 -3.63756 0.05149 0.04 -0.03 -0.01
H 4.94028 -4.31534 -0.62651 -0.05 -0.06 -0.08
H 6.89555 -2.96823 0.02004 0.09 -0.07 -0.02
H 6.61378 -0.91661 1.36486 0.04 0.02 0.04
H 4.38132 -0.27063 2.15844 0.08 0.09 0.01
H -2.76362 -4.42149 -1.70677 0.00 -0.14 0.13
H -5.10584 -4.75623 -2.35343 -0.03 -0.10 0.04
H -6.43966 -2.86992 -3.23162 -0.10 -0.04 -0.04
H -5.37733 -0.66675 -3.58246 -0.04 0.05 -0.05
H -3.03699 -0.30936 -2.93483 -0.03 0.07 0.01
H -1.21522 -1.57237 -4.54177 -0.10 -0.10 -0.15
H 0.45574 0.40617 -5.15974 -0.02 0.16 -0.15
H -2.93203 -3.29673 0.41600 -0.15 -0.23 -0.03
H -1.46794 -3.84701 2.55842 -0.13 -0.13 0.26
H -0.00255 3.54978 4.50377 0.05 -0.02 0.13
H -1.67819 5.14754 5.32345 0.03 0.04 0.11
H -3.34577 6.11405 3.77787 -0.08 0.01 0.09
H -3.43018 5.37127 1.42145 0.00 0.02 0.01
H -1.80256 3.71466 0.60218 -0.04 0.08 -0.04
C 1.04846 -4.20942 4.01591 -0.06 0.30 0.43
C 0.72038 -2.96654 4.40054 0.02 0.09 0.09
C 0.47550 -1.78236 3.50231 -0.41 -0.02 0.34
N 1.01888 -2.17418 2.19628 0.25 0.58 -0.35
C 0.89065 -4.44583 1.48666 0.19 0.06 -0.02
C 1.23260 -4.85264 2.71564 0.05 -0.23 -0.69
H 1.16907 -4.91577 4.82896 0.02 0.05 0.08
H 0.59009 -2.77858 5.45800 -0.07 -0.01 0.12
H -0.59897 -1.57992 3.43642 0.13 0.01 -0.12
H 0.97154 -5.07447 0.61521 0.05 -0.15 -0.10
H 1.65891 -5.84603 2.78406 -0.05 -0.06 -0.03
C -4.26536 0.63024 0.71715 -0.08 -0.01 0.05
C -3.22073 0.27810 1.78756 -1.11 0.09 0.34
C -1.93091 0.17813 1.19246 2.45 -0.18 -1.22
N -0.90426 0.10360 0.65255 -2.86 0.27 1.82
H -5.25307 0.59791 1.16525 -0.09 0.02 0.01
H -4.23033 -0.08490 -0.10084 -0.05 -0.06 -0.08
H -4.09482 1.62809 0.32401 0.01 0.08 -0.05
H -3.46967 -0.67870 2.25684 0.09 0.04 0.03
H -3.21051 1.04038 2.57392 0.12 -0.08 -0.02
```
Forces are in eV/Å.

Results
**HOMO (spin up / spin down)**: -0.6646 / -0.6626 Ha
**Charge**: +4
**Gap between HOMO and LUMO (spin up / spin down)**: 5.00 / 4.87 eV
**LUMO energy (spin up / spin down)**: -13.1 / -13.2 eV
**Spin multiplicity**: 2
**⟨S²⟩**: 0.791
**M**: 801.86 g/mol

# 3
This record from the OMol25 dataset describes a structure of composition C27H35N3O4ReS3Sb in a non-equilibrium geometry. The level of theory is ωB97M-V/def2-TZVPD.

The geometry in XYZ format:
```
74
Properties=species:S:1:pos:R:3:forces:R:3
Re -0.08754 0.56526 -0.21796 -0.27 -0.95 -1.39
O 2.04372 0.57010 -0.37372 -1.27 -0.48 -0.48
S 3.35456 1.07193 0.25434 0.18 0.13 0.89
C 4.37565 -0.41800 0.54036 -0.11 -0.13 -0.24
C 3.55392 -1.68479 0.73820 -0.12 -0.01 -0.09
C 3.25221 -2.39205 -0.58499 -0.01 0.13 0.05
C 2.26542 -3.53654 -0.40616 -0.03 0.15 0.26
S 0.52541 -2.97903 -0.54090 0.02 -0.42 -0.79
O 0.57542 -1.50016 -0.13464 0.14 0.88 0.20
C 0.39379 -3.03747 -2.32897 -0.17 0.12 0.40
C 0.77538 -1.96300 -3.11379 0.08 0.06 -0.05
C 0.66256 -2.07315 -4.49151 -0.03 0.07 0.06
C 0.16102 -3.23756 -5.05590 -0.04 -0.05 -0.08
C -0.20649 -4.31254 -4.25631 0.01 0.04 0.02
C -0.09726 -4.21516 -2.87738 0.00 -0.06 0.05
C 2.86834 1.39052 1.94785 0.19 0.08 -0.30
C 3.70443 2.19768 2.70498 -0.01 -0.09 -0.01
C 3.34880 2.47471 4.01798 -0.05 -0.01 0.04
C 2.17124 1.95654 4.54433 0.05 0.00 0.03
C 1.34436 1.14975 3.77160 -0.19 -0.05 -0.03
C 1.69368 0.86311 2.46019 -0.04 0.20 -0.13
H 4.96718 -0.16881 1.42213 0.02 0.16 -0.03
H 5.04618 -0.49279 -0.31739 0.00 0.05 0.00
H 2.62200 -1.44748 1.25587 0.07 -0.06 0.06
H 4.11585 -2.36105 1.38437 0.02 0.06 0.05
H 4.17896 -2.79314 -0.99847 -0.02 -0.03 -0.03
H 2.86058 -1.67639 -1.31076 0.09 -0.06 -0.04
H 2.35798 -4.01040 0.57231 0.00 -0.01 -0.01
H 2.37448 -4.30043 -1.17550 -0.13 -0.03 0.02
H 1.16255 -1.05750 -2.66206 -0.02 0.02 -0.01
H 0.96231 -1.24813 -5.12337 -0.02 -0.01 -0.02
H 0.04627 -3.30595 -6.12942 0.06 -0.02 0.00
H -0.58382 -5.22198 -4.70308 -0.01 0.00 0.00
H -0.37574 -5.05009 -2.24417 -0.06 0.02 -0.01
H 4.61920 2.59895 2.28319 -0.02 0.03 0.02
H 3.98829 3.09974 4.62631 -0.01 0.01 0.00
H 1.89474 2.18147 5.56563 0.01 -0.02 0.00
H 0.43663 0.73286 4.18759 -0.02 0.02 -0.01
H 1.05365 0.20652 1.85844 -0.05 -0.24 0.10
C -3.43923 2.43823 -1.91035 0.19 -0.09 0.16
Sb -2.44654 2.24119 -0.03495 0.27 0.38 0.27
C -3.96848 1.68619 1.35304 0.25 -0.06 -0.17
C -2.12434 4.27503 0.52693 -0.09 -0.21 -0.10
H -4.28122 3.10685 -1.73136 0.01 0.00 0.02
H -3.78607 1.47516 -2.27264 -0.01 0.00 0.05
H -2.76406 2.87818 -2.64085 0.03 0.00 0.03
H -4.68769 2.50501 1.33983 0.01 0.00 -0.05
H -3.54043 1.58044 2.34638 0.02 -0.02 -0.01
H -4.46306 0.76606 1.04877 0.00 0.02 -0.02
H -3.11852 4.72367 0.54165 0.00 0.00 0.00
H -1.51054 4.79945 -0.20189 0.00 -0.04 -0.01
H -1.68726 4.34877 1.51930 0.00 -0.03 0.00
S 1.53661 4.61818 -1.56016 -0.10 -0.17 0.09
C 1.43942 4.57382 0.14798 -0.03 -0.03 -0.04
C 0.84952 3.42805 0.56164 0.12 0.17 0.02
N 0.48395 2.58817 -0.46958 -0.04 0.26 -0.25
C 0.79244 3.10523 -1.64692 -0.02 0.16 -0.02
H 1.79839 5.38612 0.76055 0.02 0.01 -0.03
H 0.66336 3.13906 1.58493 -0.03 0.03 -0.03
H 0.59389 2.59934 -2.58155 0.01 0.01 0.01
C -3.92497 -2.29997 2.38554 -0.05 -0.09 0.27
N -3.32673 -1.81890 1.13492 -0.16 -0.04 -0.38
C -3.81776 -2.16763 -0.09701 0.18 0.13 0.22
C -3.34158 -1.67598 -1.27429 0.09 0.21 -0.51
C -2.25739 -0.76013 -1.19100 -0.54 -0.86 0.82
O -1.61669 -0.08668 -2.03836 1.73 0.97 -0.30
N -1.78654 -0.51481 0.03016 -0.10 0.15 1.11
C -2.27447 -0.93427 1.22903 0.38 0.11 0.74
O -1.78007 -0.50142 2.26437 -0.35 -0.39 -0.36
H -4.79975 -2.90080 2.15762 0.00 0.00 -0.06
H -4.21435 -1.45212 3.00344 -0.01 0.01 -0.06
H -3.20752 -2.89700 2.94482 0.03 0.00 -0.08
H -4.63775 -2.87352 -0.09010 -0.01 0.01 0.08
H -3.76049 -1.95446 -2.22913 -0.06 -0.08 0.06
```
Forces are in eV/Å.

Results
**HOMO (spin up / spin down)**: -0.6143 / -0.6142 Ha
**Charge**: +3
**Gap between HOMO and LUMO (spin up / spin down)**: 6.28 / 6.42 eV
**LUMO energy (spin up / spin down)**: -10.4 / -10.3 eV
**Spin multiplicity**: 2
**Energy relative to the best compared isomer or geometry (same formula, charge and spin)**: 54.76 kcal/mol
**⟨S²⟩**: 0.771
**M**: 869.76 g/mol

# 4
This record from the OMol25 dataset describes the molecule C4H9NO2. The level of theory is ωB97M-V/def2-TZVPD.

The geometry in XYZ format:
```
16
Properties=species:S:1:pos:R:3:forces:R:3
C -1.36716 0.64739 0.94044 0.12 0.07 -0.17
C -0.69634 1.01826 -0.16361 -0.18 -0.02 0.09
N -1.25940 1.64278 -1.26732 -0.10 -0.22 0.08
O 0.66474 0.91406 -0.29565 -0.15 0.38 0.08
C 1.19513 -0.40379 -0.39090 0.31 -0.31 0.20
C 1.33342 -1.11267 0.95403 -0.03 -0.03 -0.01
O 0.47938 -1.16855 -1.31500 -0.10 -0.16 0.06
H -2.45267 0.67278 0.95459 0.19 0.12 0.05
H -0.83655 0.42492 1.85939 -0.12 -0.11 -0.26
H -0.82776 1.45268 -2.16175 0.04 -0.12 0.23
H -2.26889 1.62035 -1.29066 0.12 0.08 -0.01
H 2.18665 -0.24502 -0.82496 -0.17 0.03 0.04
H 0.36083 -1.44890 1.33345 0.16 0.12 -0.11
H 1.79084 -0.45343 1.69964 -0.08 -0.09 -0.19
H 1.97001 -1.99380 0.82208 -0.08 0.15 0.01
H -0.27224 -1.56707 -0.85376 0.07 0.09 -0.09
```
Forces are in eV/Å.

Results
**HOMO**: -0.3064 Ha
**Gap between HOMO and LUMO**: 9.27 eV
**SMILES**: C=C(N)O[C@@H](C)O
**LUMO energy**: 0.9 eV
**Energy relative to the best compared isomer or geometry (same formula, charge and spin)**: 39.72 kcal/mol
**M**: 103.12 g/mol